Model i:
The following is a DFT calculation (the ωB97M-V functional and the def2-TZVPD basis) of a molecular structure, C8H14CuN3O4.

Geometry (Å):
C1 1.958 -2.498 -0.402
Cu1 2.165 -0.811 -1.393
N1 1.914 0.889 -2.491
N2 3.910 -1.457 -2.247
H1 2.170 1.656 -1.862
H2 1.120 -1.716 -2.088
H3 0.939 -2.651 -0.031
H4 2.543 -2.255 0.507
H5 2.398 -3.400 -0.850
H6 4.652 -0.794 -2.040
H7 3.822 -1.607 -3.251
H8 4.127 -2.354 -1.809
H9 2.483 0.979 -3.333
H10 0.951 1.096 -2.776
O1 1.307 0.520 2.245
C2 0.639 0.479 1.211
O2 0.956 0.309 -0.019
C3 -0.853 0.609 1.390
C4 -1.687 0.531 0.254
C5 -3.045 0.788 0.386
C6 -3.531 1.162 1.647
C7 -2.708 1.310 2.768
C8 -1.347 1.054 2.633
N3 -4.924 1.407 1.791
O3 -5.685 1.287 0.800
O4 -5.373 1.747 2.916
H11 -1.297 0.247 -0.704
H12 -3.750 0.692 -0.418
H13 -3.160 1.600 3.700
H14 -0.696 1.181 3.467

* multiplicity: 2
* frontier orbital gap (alpha / beta): 0.081 / 0.211 Eh
* net charge: -1
* ⟨S²⟩: 0.77
* HOMO (alpha / beta): -0.9 / -4.4 eV
* LUMO level (alpha / beta): 1.343 / 1.320 eV

=====

Model ii:
The following is a DFT calculation (the ωB97M-V functional and the def2-TZVPD basis) of a molecular structure, C8H14CuN3O4.

Geometry (Å):
C1 1.579 1.088 -2.461
Cu1 0.013 -0.057 -2.586
N1 -1.019 -1.683 -2.573
N2 0.236 0.042 -4.696
H1 -1.853 -1.175 -2.265
H2 1.584 -0.310 -2.453
H3 2.049 1.034 -1.478
H4 0.995 2.046 -2.509
H5 2.340 1.225 -3.233
H6 -0.687 0.260 -5.070
H7 0.589 -0.830 -5.096
H8 0.892 0.799 -4.901
H9 -1.106 -2.178 -3.455
H10 -0.661 -2.245 -1.798
O1 -1.299 2.204 -0.119
C2 -0.898 1.049 0.116
O2 -0.921 0.059 -0.794
C3 -0.558 0.611 1.525
C4 0.190 -0.589 1.685
C5 0.395 -1.112 3.004
C6 -0.036 -0.341 4.109
C7 -0.678 0.916 3.966
C8 -0.912 1.441 2.652
N3 0.249 -0.821 5.401
O3 0.840 -1.914 5.446
O4 -0.124 -0.086 6.330
H11 0.408 -1.202 0.796
H12 0.879 -2.067 3.109
H13 -0.997 1.477 4.835
H14 -1.490 2.362 2.512

* multiplicity: 2
* frontier orbital gap (alpha / beta): 0.095 / 0.226 Eh
* net charge: -1
* ⟨S²⟩: 0.77
* HOMO (alpha / beta): -1.0 / -4.6 eV
* LUMO level (alpha / beta): 1.553 / 1.550 eV

=====

Name the least stable of them. model i.